Entry 1:
This record from OMol25 describes C26H29AsN2OsS2 as an isolated structure. The level of theory is wB97M-V/def2-TZVPD.

* frontier orbital gap (spin up / spin down): 6.30 / 5.90 eV
* max |F|: 0.018 hartree/bohr
* calculated total energy: -4239.85668 a.u.
* lowest unoccupied orbital energy (spin up / spin down): -0.288 / -0.306 Eh
* charge: +2

Last column: Löwdin charge in e.
CARTESIAN COORDINATES (ANGSTROEM)
Os  -0.077  -0.512  0.296  0.78
S  2.147  -0.430  -0.024  0.79
C  2.722  1.209  -0.142  -0.64
C  4.107  1.391  -0.241  -0.07
C  4.622  2.675  -0.312  -0.03
C  3.767  3.770  -0.292  -0.02
C  2.384  3.592  -0.210  -0.05
C  1.863  2.316  -0.124  -0.39
As  -0.016  1.929  -0.049  1.24
C  -0.851  3.653  -0.152  -0.39
C  -1.018  4.420  0.997  -0.09
C  -1.435  5.738  0.866  -0.04
C  -1.682  6.274  -0.391  -0.04
C  -1.529  5.496  -1.531  -0.05
C  -1.112  4.178  -1.415  -0.11
C  -0.275  1.397  1.823  -0.52
C  0.799  1.223  2.716  -0.09
C  0.553  1.069  4.066  -0.03
C  -0.756  1.085  4.538  0.00
C  -1.832  1.239  3.664  -0.03
C  -1.599  1.391  2.314  -0.16
H  4.763  0.530  -0.261  0.12
H  5.690  2.823  -0.393  0.13
H  4.169  4.773  -0.349  0.13
H  1.725  4.451  -0.216  0.11
H  -0.820  4.011  1.978  0.11
H  -1.561  6.346  1.752  0.12
H  -1.995  7.306  -0.482  0.12
H  -1.731  5.914  -2.508  0.12
H  -0.978  3.573  -2.303  0.10
H  1.819  1.253  2.360  0.10
H  1.380  0.946  4.752  0.13
H  -0.941  0.984  5.600  0.13
H  -2.846  1.246  4.041  0.13
H  -2.430  1.537  1.636  0.08
C  -2.555  -3.058  -3.354  -0.02
N  -2.446  -2.483  -2.016  -0.01
C  -2.532  -1.204  -1.743  -0.78
N  -2.726  -0.320  -2.711  0.16
S  -2.465  -0.646  -0.080  0.61
H  -2.475  -4.137  -3.276  0.09
H  -1.752  -2.695  -3.999  0.10
H  -3.521  -2.815  -3.799  0.10
H  -2.269  -3.095  -1.233  0.12
H  -2.894  -0.603  -3.665  0.12
H  -2.908  0.637  -2.461  0.11
C  2.252  -5.197  -0.361  -0.03
C  0.729  -5.032  -0.235  -0.61
C  0.215  -5.762  1.023  -0.03
C  0.028  -5.582  -1.489  -0.04
C  0.404  -3.614  -0.088  -0.07
C  0.148  -2.421  0.063  -0.35
H  2.498  -6.257  -0.439  0.10
H  2.761  -4.787  0.512  0.09
H  2.626  -4.689  -1.251  0.09
H  0.443  -6.824  0.929  0.10
H  -0.863  -5.643  1.134  0.09
H  0.699  -5.379  1.922  0.09
H  0.259  -6.643  -1.585  0.10
H  0.376  -5.072  -2.389  0.09
H  -1.056  -5.473  -1.413  0.08

---

Entry 2:
This record from OMol25 describes one molecule with the formula BH3S. The level of theory is wB97M-V/def2-TZVPD.

* frontier orbital gap: 11.06 eV
* max |F|: 0.089 hartree/bohr
* SMILES: BS
* calculated total energy: -424.80816 a.u.
* lowest unoccupied orbital energy: 0.019 Eh

Last column: Löwdin charge in e.
CARTESIAN COORDINATES (ANGSTROEM)
B  0.184  0.127  0.580  -0.47
S  -0.962  -0.560  -0.617  0.65
H  0.991  0.559  0.048  -0.10
H  -0.008  -0.038  1.766  -0.01
H  -0.204  -0.087  -1.777  -0.07

---

Entry 3:
This record from OMol25 describes a 2-piece molecular cluster, C2H8N4O2 overall. The level of theory is wB97M-V/def2-TZVPD.

* frontier orbital gap: 10.27 eV
* max |F|: 0.038 hartree/bohr
* SMILES: CC/N=[N+](\[O-])O.[H]/N=N\[H]
* calculated total energy: -450.31599 a.u.
* lowest unoccupied orbital energy: 0.019 Eh

Last column: Löwdin charge in e.
CARTESIAN COORDINATES (ANGSTROEM)
C  -1.491  -1.306  0.733  -0.09
C  -1.086  -0.750  -0.629  -0.25
N  -0.206  0.378  -0.464  0.04
N  -0.483  1.450  -1.015  -0.41
O  -1.430  1.767  -1.689  0.06
O  0.473  2.405  -0.799  0.06
H  -2.048  -0.561  1.297  0.07
H  -2.117  -2.184  0.596  0.07
H  -0.610  -1.588  1.306  0.06
H  -0.519  -1.510  -1.176  0.11
H  -1.973  -0.478  -1.211  0.11
H  1.214  1.975  -0.294  0.07
H  3.432  -0.729  0.806  0.06
N  3.116  0.130  0.313  0.01
N  2.125  0.692  0.708  -0.06
H  1.604  0.309  1.518  0.08

---

Entry 4:
This record from OMol25 describes a 2-piece molecular cluster, C7H10BrN4O overall. The level of theory is wB97M-V/def2-TZVPD.

* frontier orbital gap: 6.47 eV
* max |F|: 0.072 hartree/bohr
* calculated total energy: -3140.64346 a.u.
* lowest unoccupied orbital energy: -0.166 Eh
* charge: +1

Last column: Löwdin charge in e.
CARTESIAN COORDINATES (ANGSTROEM)
C  2.207  0.137  0.711  -0.12
C  1.026  -1.036  -0.724  -0.06
C  2.201  -0.347  -0.607  -0.63
C  -0.090  2.504  -1.941  -0.22
C  -0.786  1.504  -1.443  -0.15
C  -2.462  -1.567  2.598  -0.03
C  -0.767  -1.480  0.770  -0.03
N  1.212  -0.314  1.413  0.14
N  0.799  2.422  -2.966  0.03
N  0.421  -0.968  0.519  -0.11
N  -1.204  -1.449  1.970  0.03
O  -1.499  0.698  -0.922  0.09
Br  3.633  -0.157  -1.874  0.76
H  2.877  0.720  1.227  0.11
H  0.653  -1.606  -1.616  0.17
H  -0.088  3.579  -1.473  0.17
H  -2.628  -0.845  3.430  0.12
H  -3.190  -1.181  1.815  0.13
H  -2.440  -2.608  3.016  0.13
H  -1.494  -1.663  0.058  0.15
H  1.683  2.897  -2.893  0.10
H  0.442  2.030  -3.763  0.06
H  -0.506  -1.267  2.695  0.17

---

Entry 5:
This record from OMol25 describes one molecule with the formula C22H32N4O4S. The level of theory is wB97M-V/def2-TZVPD.

* frontier orbital gap: 7.21 eV
* max |F|: 0.376 hartree/bohr
* SMILES: COCCCNC(=S)N(CCCN(C)C)Cc1cc2cc3c(cc2[nH]c1=O)OCCO3
* calculated total energy: -1774.88422 a.u.
* lowest unoccupied orbital energy: 0.002 Eh

Last column: Löwdin charge in e.
CARTESIAN COORDINATES (ANGSTROEM)
C  -2.912  -0.525  2.964  -0.03
O  -3.263  -1.747  2.144  -0.27
C  -2.337  -2.874  2.460  -0.23
C  -2.556  -3.964  1.519  -0.19
C  -1.765  -3.676  0.275  -0.41
N  -1.982  -2.644  -0.480  -0.02
C  -0.914  -1.859  -0.834  -0.94
S  0.402  -2.349  -0.977  1.01
N  -1.229  -0.453  -1.050  -0.15
C  -2.371  0.036  -0.591  -0.13
C  -3.445  0.218  -2.064  -0.07
C  -4.623  1.019  -1.548  -0.21
N  -4.125  2.401  -1.594  -0.31
C  -3.782  3.162  -2.656  -0.19
C  -5.075  3.280  -0.608  -0.02
C  -0.043  0.384  -1.497  -0.15
C  1.096  0.376  -0.691  -0.24
C  2.356  0.344  -1.280  0.03
C  3.600  0.459  -0.641  -0.27
C  4.796  0.604  -1.048  -0.01
C  5.978  0.734  -0.372  -0.34
C  5.860  0.589  1.080  -0.09
C  4.534  0.218  1.810  0.11
C  3.432  0.261  0.729  -0.04
N  2.163  0.350  1.651  0.19
C  1.017  0.210  0.760  -0.38
O  0.057  0.149  1.504  0.03
O  7.005  0.635  1.954  -0.08
C  8.133  1.176  1.271  -0.08
C  8.366  0.295  -0.072  0.15
O  7.097  0.851  -0.921  0.00
H  -3.701  0.152  2.529  0.11
H  -1.940  -0.092  2.692  0.07
H  -2.915  -0.806  3.918  0.02
H  -1.189  -2.486  2.331  0.16
H  -2.439  -2.897  3.743  0.17
H  -3.600  -3.945  1.225  0.13
H  -2.124  -4.786  2.053  0.12
H  -0.729  -4.037  0.183  0.07
H  -2.181  -4.605  -0.426  0.16
H  -2.921  -2.078  0.147  0.25
H  -2.753  -0.342  0.169  0.00
H  -2.238  1.085  -0.461  0.10
H  -3.003  0.350  -2.804  -0.04
H  -3.830  -0.737  -2.080  0.07
H  -5.042  0.834  -0.511  0.13
H  -5.310  0.706  -2.555  0.16
H  -3.483  4.227  -2.619  0.09
H  -4.694  3.240  -3.361  0.09
H  -3.176  2.350  -3.278  0.12
H  -6.013  3.308  -1.313  0.11
H  -5.142  2.825  0.441  0.09
H  -4.677  4.189  -0.499  0.00
H  -0.016  -0.229  -2.632  0.20
H  -0.550  1.432  -1.676  0.17
H  2.431  0.467  -2.392  0.15
H  4.925  0.652  -2.169  0.17
H  4.618  0.351  3.002  0.15
H  2.009  0.284  2.509  0.02
H  8.899  0.651  1.941  0.16
H  8.166  2.106  1.274  0.05
H  9.012  0.748  -0.602  0.06
H  8.140  -0.578  0.023  0.04

---

Entry 6:
This record from OMol25 describes C2H4HgO4 as an isolated structure. The level of theory is wB97M-V/def2-TZVPD.

* frontier orbital gap (spin up / spin down): 5.56 / 8.74 eV
* max |F|: 0.030 hartree/bohr
* multiplicity: 2
* calculated total energy: -533.00040 a.u.
* lowest unoccupied orbital energy (spin up / spin down): 0.140 / 0.130 Eh
* charge: -1

Last column: Löwdin charge in e.
CARTESIAN COORDINATES (ANGSTROEM)
O  0.368  1.892  -0.577  -0.22
O  2.414  0.969  -0.353  0.00
C  1.185  0.974  -0.320  -0.84
O  0.514  -0.187  0.040  -0.26
C  1.252  -1.288  0.533  -0.11
H  0.567  -1.867  1.161  0.08
H  1.612  -1.907  -0.300  0.08
H  2.112  -0.965  1.135  0.08
Hg  -1.717  1.059  -0.332  1.00
O  -3.799  0.884  -0.266  -0.67
H  -4.509  0.435  -0.721  -0.13

---

Q: Which formula does entry 6 have?
A: C2H4HgO4

---

Q: Number 6 is which compound?
A: C2H4HgO4

---

Q: The lowest max |F| belongs to which entry?
A: C26H29AsN2OsS2